Run i
DFT (ωB97M-V/def2-TZVPD) results for a 2-piece molecular cluster, C3H10N2S overall.

Its expectation value of S² is 0.75. Its highest occupied orbital energy (spin up / spin down) is 1.3 / -4.9 eV. The orbital gap (spin up / spin down) comes out at 2.23 / 8.45 eV.

The geometry in ORCA input format:
```
! wB97M-V def2-TZVPD RIJCOSX def2/J DEFGRID3
* xyz -1 2
C 2.120 0.358 0.597
S 1.057 -1.038 0.472
C 1.285 -2.086 1.929
H 1.642 1.220 0.036
H 2.481 0.720 1.524
H 3.038 -0.096 0.104
H 1.819 -1.607 2.687
H 1.733 -3.017 1.507
H 0.142 -2.140 2.177
N -2.919 0.628 -0.777
C -1.969 1.104 -1.760
N -1.266 2.221 -1.871
H -3.644 0.088 -1.110
H -3.383 1.396 -0.391
H -1.642 0.307 -2.606
H -0.492 1.942 -2.517
*
```



Run ii
DFT (ωB97M-V/def2-TZVPD) results for a 2-piece molecular cluster, C3H10N2S overall.

Its expectation value of S² is 0.75. Its highest occupied orbital energy (spin up / spin down) is 0.9 / -5.5 eV. The orbital gap (spin up / spin down) comes out at 2.42 / 9.07 eV.

The geometry in ORCA input format:
```
! wB97M-V def2-TZVPD RIJCOSX def2/J DEFGRID3
* xyz -1 2
C -2.403 1.348 0.035
C -1.436 0.473 -0.752
S -1.404 -1.236 -0.011
H -3.408 0.923 -0.013
H -2.034 1.553 1.042
H -2.522 2.323 -0.460
H -1.761 0.362 -1.789
H -0.416 0.815 -0.715
N 2.015 -0.919 0.221
C 2.597 0.281 0.500
N 2.536 1.299 -0.264
H 1.292 -0.861 -0.478
H 1.817 -1.476 1.048
H 3.054 0.276 1.488
H 2.928 2.087 0.244
H -0.866 -0.678 1.096
*
```



Short version: run i is the least stable of them.



Run i
DFT (ωB97M-V/def2-TZVPD) results for the molecule C5H7P.

Its highest occupied orbital energy is -8.6 eV. The orbital gap comes out at 9.29 eV. The structure (SMILES) is C1=PC[C@H]2C[C@@H]12.

The geometry in ORCA input format:
```
! wB97M-V def2-TZVPD RIJCOSX def2/J DEFGRID3
* xyz 0 1
C -1.324 1.302 0.167
P -2.307 -0.050 -0.114
C -0.918 -1.310 0.168
C 0.297 -0.517 0.392
C 0.678 0.348 -0.812
C 0.219 0.978 0.469
H -1.517 2.378 0.114
H -0.990 -1.879 -0.761
H -1.351 -1.831 0.955
H 1.205 -0.823 0.827
H -0.023 0.497 -1.649
H 1.733 0.485 -1.167
H 0.684 1.719 1.062
*
```



Run ii
DFT (ωB97M-V/def2-TZVPD) results for a 2-piece molecular cluster, C5H7P overall.

Its highest occupied orbital energy (spin up / spin down) is -7.8 / -7.7 eV. The orbital gap (spin up / spin down) comes out at 7.85 / 7.36 eV.

The geometry in ORCA input format:
```
! wB97M-V def2-TZVPD RIJCOSX def2/J DEFGRID3
* xyz 0 1
C 0.492 0.754 2.382
C -2.098 -0.522 -0.409
C 1.255 -0.585 -2.299
C 0.502 0.968 1.085
C -0.767 -0.640 -0.403
P 0.855 -0.982 -0.725
H 1.059 1.547 2.953
H 0.097 0.099 3.103
H -2.791 -1.319 -0.777
H -2.562 0.233 0.237
H 2.209 -0.923 -2.630
H 0.666 0.000 -2.868
H 1.082 1.369 0.351
*
```



Short version: run ii is the least stable of them.



Run i
DFT (ωB97M-V/def2-TZVPD) results for the molecule C2H5N3OS2.

Its highest occupied orbital energy is -8.6 eV. The orbital gap comes out at 9.10 eV. The structure (SMILES) is O/N=C\N(S)/C=N\S.

The geometry in ORCA input format:
```
! wB97M-V def2-TZVPD RIJCOSX def2/J DEFGRID3
* xyz 0 1
O 1.343 1.715 -0.750
N 0.681 1.744 0.472
C 0.361 0.600 0.990
N 0.489 -0.622 0.237
S 2.053 -1.185 -0.072
C -0.568 -1.502 0.018
N -1.789 -1.283 -0.224
S -2.339 0.296 -0.141
H 1.405 2.695 -0.895
H -0.060 0.612 1.987
H 2.299 -0.549 -1.231
H -0.204 -2.547 -0.010
H -3.671 0.026 -0.382
*
```



Run ii
DFT (ωB97M-V/def2-TZVPD) results for the molecule C2H5N3OS2.

Its highest occupied orbital energy is -9.1 eV. The orbital gap comes out at 9.46 eV. The structure (SMILES) is O=CN=C(NS)NS.

The geometry in ORCA input format:
```
! wB97M-V def2-TZVPD RIJCOSX def2/J DEFGRID3
* xyz 0 1
O 2.199 -0.731 0.920
C 1.647 -1.318 -0.057
N 0.411 -1.158 -0.575
C -0.365 -0.175 -0.224
N -0.012 1.140 -0.097
S 1.527 1.847 -0.116
N -1.634 -0.571 -0.020
S -2.880 0.464 0.331
H 2.248 -1.977 -0.659
H -0.608 1.782 0.514
H 2.169 1.242 0.988
H -1.896 -1.585 -0.108
H -2.807 1.041 -0.897
*
```



Short version: run i is the least stable of them.



Run i
DFT (ωB97M-V/def2-TZVPD) results for a 2-piece molecular cluster, C6H14N5 overall.

Its highest occupied orbital energy is -11.5 eV. The orbital gap comes out at 7.79 eV.

The geometry in ORCA input format:
```
! wB97M-V def2-TZVPD RIJCOSX def2/J DEFGRID3
* xyz 1 1
C -2.133 0.898 -0.117
C -1.926 -1.620 -0.087
N -2.706 -0.413 0.239
N -0.719 -1.609 0.460
N -2.171 -2.420 -1.243
H -3.151 -0.621 1.149
H -0.606 -0.830 1.115
H 0.148 -2.150 0.173
H -3.018 -2.435 -1.655
H -1.539 -3.369 -1.454
H -2.328 1.576 0.666
H -2.671 1.215 -1.048
H -1.022 0.768 -0.327
C 2.879 -0.379 -1.045
C 2.126 1.986 0.059
C 2.163 0.560 -0.074
C 0.867 1.038 1.741
N 1.306 2.335 1.056
N 1.430 0.057 1.109
H 2.490 2.846 -0.575
H 1.019 3.204 1.126
H 3.784 -0.857 -0.702
H 3.327 0.209 -1.842
H 0.339 1.149 2.674
H 2.113 -1.141 -1.397
*
```



Run ii
DFT (ωB97M-V/def2-TZVPD) results for an isolated ion of composition C6H14N5 and charge +1.

Its highest occupied orbital energy is -12.1 eV. The orbital gap comes out at 8.56 eV. The structure (SMILES) is C[C@@]12NCNC(=[NH2+])[C@H]1NCN2.

The geometry in ORCA input format:
```
! wB97M-V def2-TZVPD RIJCOSX def2/J DEFGRID3
* xyz 1 1
C 1.405 0.339 -1.070
C 0.789 -0.047 0.337
N 0.863 0.990 1.278
C -0.309 1.814 1.345
N -1.072 1.713 0.090
C -1.444 0.517 -0.440
N -2.396 0.320 -1.415
C -0.689 -0.621 0.137
N -0.420 -1.899 -0.377
C 0.795 -2.378 0.311
N 1.529 -1.225 0.683
H 2.445 0.315 -1.024
H 1.306 1.350 -1.348
H 0.912 -0.228 -1.792
H 1.835 1.498 1.252
H -0.790 1.472 2.272
H -0.043 2.875 1.542
H -1.665 2.560 -0.189
H -2.729 1.238 -1.816
H -2.581 -0.655 -1.880
H -1.068 -0.732 1.172
H -0.502 -2.117 -1.383
H 0.455 -3.069 1.209
H 1.449 -2.899 -0.451
H 1.924 -1.131 1.558
*
```



Short version: run i is the least stable of them.